{
  "formula": "C38H50N2O22",
  "method": "ωB97M-V with the def2-TZVPD basis set",
  "elements": ["C", "O", "C", "C", "O", "C", "H", "H", "H", "H", "H", "H", "H", "H", "H", "H", "C", "O", "C", "C", "O", "C", "H", "H", "H", "H", "H", "H", "H", "H", "H", "H", "C", "O", "N", "C", "C", "H", "H", "H", "H", "H", "H", "H", "C", "O", "N", "C", "C", "H", "H", "H", "H", "H", "H", "H", "C", "C", "C", "O", "C", "C", "C", "O", "O", "O", "H", "H", "H", "H", "C", "C", "C", "O", "C", "C", "C", "O", "O", "O", "H", "H", "H", "H", "C", "C", "C", "O", "C", "C", "C", "O", "O", "O", "H", "H", "H", "H", "C", "C", "C", "O", "C", "C", "C", "O", "O", "O", "H", "H", "H", "H"],
  "positions_angstrom": [[-5.739382, 1.261327, 1.489354], [-5.075656, 1.213754, 0.273879], [-3.659636, 1.205218, 0.253308], [-3.020319, 1.648194, -1.056065], [-3.113953, 3.064406, -1.347725], [-4.371999, 3.631036, -1.657231], [-6.775178, 0.942931, 1.371684], [-5.610249, 2.285565, 1.839154], [-5.269112, 0.630640, 2.243802], [-3.352265, 0.180788, 0.463437], [-3.160698, 1.793139, 1.023708], [-3.486562, 1.038306, -1.829849], [-1.952674, 1.429902, -1.080209], [-4.950020, 2.883008, -2.199864], [-4.202390, 4.541272, -2.232387], [-4.760053, 3.835129, -0.659302], [1.595546, 3.290009, 0.537351], [0.587054, 3.518253, -0.415755], [-0.661278, 2.856585, -0.218956], [-0.628894, 1.348188, -0.333023], [0.130205, 0.720434, 0.731841], [-0.093912, -0.739326, 0.763604], [2.500229, 3.818490, 0.236747], [1.827954, 2.240889, 0.720195], [1.315077, 3.635250, 1.532458], [-1.335299, 3.291673, -0.956864], [-1.099813, 3.276832, 0.686133], [-0.267787, 1.011147, -1.304672], [-1.678938, 1.068300, -0.248246], [0.565163, -1.189530, 0.021288], [-1.094066, -0.989907, 0.410029], [0.215664, -1.150954, 1.724243], [1.838637, 1.702107, -2.602715], [2.718138, 1.018846, -3.128675], [1.732513, 3.035076, -2.850566], [0.568453, 3.842110, -2.351806], [2.763869, 3.731414, -3.631980], [1.032913, 1.245229, -2.007506], [0.112340, 4.425660, -3.151517], [1.042270, 4.460788, -1.589683], [-0.217726, 3.254345, -1.877927], [2.487346, 3.784153, -4.685001], [2.874689, 4.773372, -3.331741], [3.732130, 3.230929, -3.641650], [-2.357066, -3.745644, -1.823998], [-3.086131, -4.536615, -1.325821], [-1.447218, -2.924662, -1.133048], [-0.639434, -1.928468, -1.905573], [-1.629383, -2.793513, 0.340583], [-2.222742, -3.693591, -2.915540], [-1.197357, -1.008744, -2.081417], [-0.315100, -2.353588, -2.855407], [0.238030, -1.627214, -1.333372], [-1.941124, -3.764896, 0.724419], [-0.705653, -2.465514, 0.817284], [-2.318752, -1.987690, 0.592630], [0.890174, -5.514062, 0.396986], [0.872211, -4.605202, 1.421391], [0.939857, -3.064099, 1.192244], [0.821901, -2.195747, 2.066180], [0.991785, -2.781668, -0.237981], [1.092692, -3.660131, -1.227281], [1.113245, -5.182496, -1.036860], [1.301152, -5.940857, -2.007073], [1.168148, -3.292444, -2.548961], [0.546606, -4.959180, 2.682162], [0.614352, -6.542210, 0.579291], [0.913199, -1.767016, -0.599502], [1.330215, -4.108672, -3.027599], [0.172970, -4.186957, 3.113058], [-0.352081, 2.159118, 2.461518], [-0.633699, 3.478636, 2.709303], [-1.942744, 3.874033, 3.198807], [-2.318475, 4.958594, 3.537668], [-2.901289, 2.811803, 3.316341], [-2.645837, 1.496634, 3.038342], [-1.321683, 1.096808, 2.550012], [-1.100984, -0.006200, 2.072182], [-3.606179, 0.499867, 3.170804], [0.328691, 4.441007, 2.582536], [0.605087, 1.921519, 2.021323], [-3.823184, 3.019631, 3.839139], [-3.325356, -0.234590, 2.620068], [-0.085468, 5.304420, 2.650429], [2.886669, -1.552508, -3.538237], [3.791113, -1.595703, -2.482341], [3.562720, -1.076502, -1.105918], [4.339232, -1.024988, -0.179501], [2.310241, -0.510661, -1.022920], [1.331591, -0.451160, -1.995527], [1.537939, -1.068469, -3.368890], [0.679226, -1.194389, -4.249277], [0.164664, 0.083821, -1.636315], [5.082505, -2.054723, -2.742301], [3.292290, -1.827890, -4.500549], [1.965305, -0.151111, -0.064725], [-0.541045, 0.056782, -2.286570], [5.668188, -1.970573, -1.986326], [3.304532, -1.847978, 1.403022], [2.529919, -0.774031, 1.815733], [1.937837, -0.682735, 3.076778], [1.277608, 0.201681, 3.545614], [2.106314, -1.829771, 3.897338], [2.908442, -2.898475, 3.587931], [3.584950, -3.058432, 2.220159], [4.097429, -4.101798, 1.850598], [3.023305, -4.024541, 4.359768], [2.218965, 0.329857, 1.006572], [3.782687, -1.762699, 0.438415], [1.667104, -1.829598, 4.883991], [3.629845, -4.638174, 3.938881], [1.774724, 0.969386, 1.568032]],
  "atomic_forces_ev_per_a": [[0.5, 0.2, 1.1], [0.7, 0.0, -2.4], [0.1, 0.1, 0.3], [-3.9, 1.5, -2.5], [0.7, -1.1, -0.3], [0.3, -0.7, 0.9], [0.1, 0.4, -0.3], [-0.7, 0.2, 0.5], [-0.5, 0.0, -0.3], [0.4, -0.5, -0.2], [-0.7, 0.4, 0.0], [-0.4, 0.2, -0.6], [-3.5, 1.4, -3.4], [-0.4, 0.3, 0.0], [-0.1, -0.1, 0.0], [-1.0, 0.4, -0.4], [0.6, -0.3, 1.3], [0.3, -2.5, 6.7], [-0.3, 1.2, 1.9], [-0.8, 4.1, 6.8], [0.2, -0.5, -6.0], [0.4, 4.6, -4.9], [0.0, 0.0, -0.3], [0.3, 0.6, -1.3], [0.9, 0.2, -1.2], [0.2, -0.4, 0.1], [0.0, -0.3, -0.3], [-2.2, 6.1, 2.8], [3.3, -1.9, 3.8], [-1.8, 4.1, 3.6], [0.9, 1.5, 0.1], [-1.6, 1.9, -2.0], [0.2, 3.7, -1.6], [0.4, 0.6, -0.3], [-0.5, -0.5, 0.2], [1.6, 1.0, -3.9], [-0.4, -0.1, -0.5], [1.8, 3.3, -0.9], [0.3, 0.0, -0.7], [-0.6, 1.3, -2.1], [0.7, 0.3, -2.7], [-0.3, -0.1, -0.1], [-0.1, -0.1, 0.5], [-0.2, -0.1, 0.5], [2.4, 1.0, -0.2], [-1.3, -0.8, 1.0], [-0.7, 0.4, -0.3], [-4.4, -2.1, -0.2], [-0.6, -1.2, -1.1], [0.0, 0.3, -0.1], [-1.7, -1.9, 0.0], [-1.2, 0.4, 0.5], [-3.8, -1.4, -2.9], [-0.3, 0.1, -0.1], [-1.7, -1.2, -0.5], [-0.7, -0.5, 0.0], [0.1, 0.1, 0.0], [-1.3, 0.5, -0.4], [0.4, -2.0, -1.5], [0.6, -8.4, 1.5], [3.7, -2.5, 0.4], [0.8, -2.5, -1.3], [0.4, 0.4, -0.2], [-0.6, 1.7, 2.3], [0.9, -1.3, 2.1], [0.3, -0.5, -0.8], [0.3, -0.1, 0.4], [3.8, -4.1, 0.7], [0.2, -0.8, -0.5], [0.1, 0.4, 0.5], [0.8, 2.8, 1.5], [1.9, -1.3, 0.6], [-1.2, -1.4, 0.3], [0.8, 2.3, 0.0], [-0.9, -3.5, 0.7], [-1.7, 0.6, 0.9], [-0.2, 0.3, -0.5], [-6.6, 1.8, 7.9], [1.7, 1.8, 0.6], [-1.5, -0.2, 0.9], [-0.9, 0.6, 1.3], [-0.2, 0.4, -0.3], [0.5, -0.5, 0.0], [-0.3, 0.5, 0.2], [3.0, -0.2, 2.3], [1.5, -1.0, -1.5], [-0.8, 1.1, -5.6], [6.2, 4.3, -5.3], [-4.5, -0.3, -3.6], [4.1, -3.1, -0.7], [-0.4, 0.5, -1.5], [0.9, 1.0, 1.4], [5.2, -6.3, -5.1], [-1.4, 0.2, -0.5], [-0.4, -0.1, -0.2], [-0.3, -0.4, -2.6], [0.4, -0.3, -1.4], [-0.2, 0.2, 0.5], [-2.4, -0.5, 4.0], [3.8, 0.1, -3.2], [0.4, -1.4, 3.5], [-0.8, 2.4, -0.4], [3.1, -3.3, 2.0], [0.2, -0.9, 0.4], [-1.9, 1.8, 0.7], [-0.1, 0.9, 0.4], [-0.6, 1.5, 0.4], [4.5, 0.0, 7.3], [-1.5, -3.4, 3.3], [-0.3, 0.1, 0.0], [0.2, -0.2, -0.5], [-0.1, -0.3, 0.6]],
  "charge": 0,
  "total_energy_ha": -3241.107947,
  "e_above_lowest_kcal_mol": 926.98,
  "largest_force_ev_per_a": 10.47,
  "orbital_gap_ev": 5.94
}

***

{
  "formula": "C38H51BeBrNP3",
  "method": "ωB97M-V with the def2-TZVPD basis set",
  "elements": ["C", "C", "C", "C", "N", "C", "C", "C", "C", "C", "C", "C", "C", "C", "Be", "P", "H", "H", "H", "H", "H", "H", "H", "H", "C", "C", "H", "H", "H", "H", "H", "C", "C", "H", "H", "H", "H", "H", "C", "C", "H", "H", "H", "H", "H", "Br", "P", "C", "C", "H", "H", "H", "H", "H", "C", "C", "H", "H", "H", "H", "H", "C", "C", "H", "H", "H", "H", "H", "C", "P", "C", "C", "C", "C", "C", "C", "C", "C", "C", "C", "C", "C", "H", "H", "H", "H", "H", "H", "H", "H", "H", "H", "H", "H", "H"],
  "positions_angstrom": [[-0.651498, 7.344747, -6.238228], [-0.846995, 5.982546, -6.521150], [-1.141536, 5.594096, -7.838182], [-1.236411, 6.590744, -8.817930], [-1.053445, 7.878525, -8.531829], [-0.767152, 8.263291, -7.289458], [-0.740495, 5.000483, -5.481678], [-0.655858, 4.162991, -4.600740], [-0.495342, 3.223410, -3.553484], [0.614746, 3.360265, -2.699375], [0.795322, 2.437025, -1.671758], [-0.138971, 1.418318, -1.516152], [-1.249686, 1.280066, -2.338739], [-1.423812, 2.180486, -3.387969], [0.233885, 0.285067, -0.254883], [1.958076, -0.812057, -0.905320], [-1.290941, 4.546421, -8.093242], [-0.413446, 7.679844, -5.230179], [-1.466597, 6.315361, -9.851006], [-0.620312, 9.329896, -7.096653], [-2.262744, 2.096028, -4.083573], [1.317254, 4.180097, -2.859834], [-1.976762, 0.485048, -2.173501], [1.658949, 2.547154, -1.009762], [2.226888, -2.460961, -0.146174], [3.136412, -3.407093, -0.924537], [1.221329, -2.888378, -0.029169], [2.620642, -2.279158, 0.863160], [3.351372, -4.294270, -0.313341], [2.666845, -3.763313, -1.849851], [4.098186, -2.944847, -1.176346], [1.779749, -1.138950, -2.716010], [2.801625, -0.498623, -3.651653], [0.771574, -0.779896, -2.979382], [1.766680, -2.229252, -2.859358], [2.509336, -0.711752, -4.690970], [2.842980, 0.594385, -3.539368], [3.809837, -0.912608, -3.506170], [3.472895, 0.184305, -0.647148], [4.817900, -0.537993, -0.711420], [3.347363, 0.651079, 0.342355], [3.449190, 0.999143, -1.384176], [5.619319, 0.198412, -0.556952], [4.920499, -1.299083, 0.070769], [5.000959, -1.004990, -1.688152], [-1.213868, -1.344888, -0.114272], [-2.566973, -3.370503, -4.171114], [-0.729350, -3.517714, -4.114286], [-0.287689, -4.973392, -4.315150], [-0.387109, -3.117595, -3.147287], [-0.334520, -2.879225, -4.920468], [0.775138, -5.015389, -4.580234], [-0.428071, -5.564902, -3.402709], [-0.854229, -5.448481, -5.125839], [-3.075309, -3.178285, -2.417171], [-4.494466, -3.704718, -2.177767], [-2.983539, -2.117338, -2.140420], [-2.345333, -3.737620, -1.811907], [-4.653146, -3.871668, -1.107790], [-5.248154, -2.987048, -2.517667], [-4.652617, -4.654703, -2.699945], [-2.854961, -1.698785, -4.909266], [-3.104050, -1.772272, -6.421277], [-1.990588, -1.059638, -4.671503], [-3.742034, -1.296487, -4.396582], [-3.557270, -0.837049, -6.768552], [-2.172656, -1.916443, -6.979462], [-3.789414, -2.590320, -6.672785], [-1.878596, 1.769776, 1.683970], [-0.058393, 1.671957, 1.578799], [0.271344, 3.420352, 2.151933], [0.577150, 4.424327, 1.215182], [0.704303, 5.756590, 1.614898], [0.493877, 6.124414, 2.948590], [0.175767, 5.138638, 3.890580], [0.074683, 3.797882, 3.494865], [0.390974, 0.790099, 3.121697], [-0.553621, 0.272954, 4.014847], [-0.127554, -0.338031, 5.199153], [1.242054, -0.496027, 5.456905], [2.186045, -0.001757, 4.546900], [1.767838, 0.639974, 3.381494], [-2.219386, 2.381409, 0.834317], [-2.161192, 2.266873, 2.626202], [-2.311423, 0.767464, 1.605724], [0.709446, 4.158509, 0.167956], [0.967457, 6.520267, 0.878983], [0.578847, 7.169505, 3.256975], [0.010046, 5.408313, 4.938275], [-0.164684, 3.041707, 4.246601], [-1.617442, 0.356635, 3.797601], [-0.868398, -0.686122, 5.919382], [1.572353, -1.002798, 6.367129], [3.255021, -0.108205, 4.750289], [2.496179, 1.039649, 2.674528]],
  "atomic_forces_ev_per_a": [[-0.1, 0.0, -1.0], [0.1, -0.6, 0.7], [0.0, 1.0, -0.1], [-0.4, -0.3, -1.5], [0.3, -2.6, 2.7], [0.2, 1.5, 0.2], [0.0, -0.2, 0.1], [0.0, 1.0, -1.0], [0.1, -0.2, 0.1], [0.1, 0.0, 0.2], [-0.4, 0.8, -1.3], [0.4, -1.1, 1.2], [0.1, 0.9, -0.9], [0.0, -0.1, 0.0], [-0.4, 0.1, -0.1], [0.2, 0.2, 0.3], [0.0, 0.4, -0.1], [-0.1, 0.1, -0.4], [0.1, 0.2, 0.2], [-0.1, -0.3, -0.1], [0.2, 0.1, 0.2], [-0.2, -0.2, 0.0], [0.2, 0.1, 0.0], [-0.3, -0.1, -0.1], [-0.1, 0.2, 0.0], [0.3, -0.3, 0.1], [0.2, 0.1, 0.1], [-0.1, 0.0, -0.1], [-0.1, 0.2, -0.2], [0.1, 0.1, 0.2], [-0.3, -0.2, 0.0], [-0.4, -0.1, 0.0], [0.2, 0.0, -0.3], [0.2, 0.0, 0.1], [0.1, 0.3, 0.1], [0.1, 0.1, 0.2], [0.0, -0.3, 0.0], [-0.3, 0.2, 0.0], [0.2, -0.1, 0.0], [0.5, 0.3, 0.0], [0.0, -0.1, -0.3], [-0.1, -0.1, 0.2], [-0.1, -0.2, 0.0], [-0.1, 0.2, -0.2], [-0.1, 0.1, 0.3], [-0.1, 0.0, 0.2], [1.6, 2.7, 1.6], [-0.1, -0.6, -0.8], [0.3, -0.2, 0.0], [-0.4, 0.0, -0.2], [-0.2, -0.2, 0.2], [-0.2, 0.0, 0.1], [0.0, 0.1, -0.2], [0.2, 0.1, 0.2], [-0.4, -1.1, 0.0], [-0.2, 0.0, 0.2], [0.2, -0.1, -0.3], [-0.2, 0.1, -0.2], [0.0, 0.1, -0.2], [0.1, -0.2, 0.0], [-0.1, 0.1, 0.2], [-0.8, -0.5, -0.5], [0.0, 0.2, -0.2], [-0.1, -0.4, 0.2], [0.3, -0.1, -0.1], [0.1, -0.2, 0.0], [-0.2, 0.0, 0.1], [0.1, 0.2, 0.0], [-0.2, 0.1, -0.2], [-0.2, 0.1, 1.6], [0.2, 0.5, -0.5], [0.0, -0.2, 0.3], [-0.1, 0.1, 0.2], [0.0, -0.3, -0.1], [0.1, -0.2, -0.3], [0.0, 0.0, -0.1], [0.3, -0.3, -0.1], [0.4, 0.1, 0.1], [0.4, -0.1, -0.1], [-0.3, 0.2, -0.2], [0.0, 0.0, 0.0], [-0.6, -0.2, 0.3], [0.0, -0.2, 0.3], [0.0, -0.2, -0.4], [0.0, 0.2, 0.0], [0.0, 0.1, 0.3], [-0.1, -0.3, 0.2], [0.0, -0.4, -0.1], [0.1, -0.1, -0.4], [0.1, 0.2, -0.2], [0.3, 0.0, 0.1], [0.2, 0.0, -0.2], [-0.1, 0.2, -0.3], [-0.4, 0.0, 0.0], [-0.1, -0.1, 0.2]],
  "charge": 2,
  "total_energy_ha": -5145.544755,
  "e_above_lowest_kcal_mol": 0.00,
  "largest_force_ev_per_a": 3.77,
  "orbital_gap_ev": [2.52, 3.85]
}